1.
Computed, not measured: C18H45BF4N3Na2O10P as an isolated structure, with ωB97M-V/def2-TZVPD.

ORCA input file:
```
! wB97M-V def2-TZVPD RIJCOSX def2/J DEFGRID3
* xyz -2 1
P 5.456 -3.059 3.829
Na 3.057 -3.171 2.259
Na 3.986 0.551 2.435
F 3.616 0.820 0.200
F 1.833 -0.259 -0.820
F 1.699 0.345 1.394
F 3.075 -1.259 0.668
O 2.056 -5.133 0.638
O 0.010 -1.702 4.749
O 5.468 -2.852 5.367
O 4.703 -4.407 3.516
O 1.327 1.170 -5.878
O 6.968 -3.016 3.388
O 1.209 4.446 -1.847
O -2.298 -0.423 1.181
O 4.680 -1.866 3.123
O -5.985 4.817 -1.350
N -3.126 2.429 -0.892
N 0.147 3.556 -4.557
N 1.080 -4.184 3.459
C -1.193 -1.307 1.142
C 1.408 -5.559 3.121
C 1.440 -3.790 4.808
C -5.388 3.796 -0.653
C 1.098 -5.662 1.626
C -3.363 1.221 -0.091
C -0.048 -0.283 4.812
C -2.027 0.731 0.516
C 1.575 3.362 -1.185
C -4.168 3.191 -1.530
C -0.538 3.496 -3.264
C 3.355 -5.558 0.486
C -0.152 4.561 -2.265
C -7.442 4.885 -1.234
C -0.053 1.364 -5.585
C 1.417 -2.249 4.931
C 1.850 -0.158 -6.096
C -0.293 2.795 -5.737
B 2.557 -0.055 0.370
H 3.388 -5.866 -0.560
H 3.526 -6.541 0.926
H -0.580 -0.909 1.951
H 0.505 0.140 5.651
H -0.251 5.516 -2.782
H 2.454 3.366 -0.540
H 1.106 3.311 -4.355
H -6.054 3.146 -0.087
H 0.316 0.193 3.901
H -1.495 -2.274 1.543
H 1.248 -0.776 -6.762
H 0.085 -4.060 3.582
H -2.436 2.310 -1.620
H 4.163 -4.860 0.702
H -0.616 -1.222 0.221
H 1.907 -1.988 5.869
H 1.729 2.537 -1.881
H 0.828 -6.669 1.306
H 2.466 -4.096 5.015
H 0.722 -6.201 3.672
H -1.595 1.555 1.084
H -1.386 0.615 -0.357
H 0.741 -4.163 5.556
H 0.762 3.017 -0.546
H -1.075 0.080 4.768
H -3.503 0.377 -0.767
H -4.046 1.328 0.753
H -1.531 3.198 -3.601
H 2.893 -0.061 -6.397
H 1.957 -0.517 -5.072
H -5.061 4.329 0.240
H -0.657 0.676 -6.177
H -8.006 4.181 -1.846
H -0.267 2.511 -2.883
H -3.677 3.998 -2.073
H -7.755 5.925 -1.328
H -0.761 4.581 -1.362
H -0.260 0.966 -4.592
H -4.715 2.495 -2.166
H -7.759 4.796 -0.195
H 0.281 -5.066 1.219
H 0.364 3.143 -6.533
H 2.444 -5.825 3.331
H -1.329 3.098 -5.890
H 1.935 -1.876 4.047
*
```

**Kohn-Sham gap**: 1.84 eV

2.
Computed, not measured: C18H45BrMnN3O6 as an isolated structure, with ωB97M-V/def2-TZVPD.

ORCA input file:
```
! wB97M-V def2-TZVPD RIJCOSX def2/J DEFGRID3
* xyz 1 6
Br -3.025 -0.580 2.086
Mn -4.904 -0.900 3.891
O -2.000 1.778 -2.537
O 2.157 0.718 4.163
O -4.087 3.099 1.962
O 3.598 3.470 0.618
O 1.898 -5.714 -2.658
O 0.132 -3.428 0.215
N 1.427 -3.038 -2.224
N -4.542 1.359 -0.696
N 1.728 1.295 1.483
C 2.698 2.883 -0.303
C -1.186 -3.239 -0.275
C 1.004 -2.303 0.124
C 1.444 2.281 0.339
C 1.118 -1.865 -1.354
C 0.596 0.886 2.282
C -0.636 1.602 -2.966
C 2.001 -6.991 -3.291
C 3.224 4.782 0.986
C 2.725 -3.568 -1.963
C -4.055 0.695 -1.917
C 2.910 -4.784 -2.942
C -4.686 3.373 0.666
C -2.520 0.521 -2.029
C -2.814 3.555 2.233
C 2.721 0.081 5.351
C -4.064 2.758 -0.545
C 1.089 -0.007 3.449
H 3.034 -7.340 -3.304
H -5.748 3.132 0.713
H 2.348 3.623 -1.023
H 1.313 -7.681 -2.802
H -0.030 1.142 -2.186
H 0.746 -3.726 -1.937
H -4.475 1.254 -2.753
H -0.205 0.319 1.809
H -2.975 2.785 -0.521
H 1.987 0.148 6.154
H 2.527 1.661 1.981
H 3.551 -2.982 -2.366
H 0.182 -1.499 -1.776
H -4.416 3.307 -1.418
H 0.685 1.894 -0.341
H 2.171 4.924 1.230
H 3.851 5.021 1.844
H -1.840 -4.051 0.042
H 1.512 -0.951 3.105
H -1.242 -3.172 -1.362
H 0.897 3.079 0.842
H -4.644 4.449 0.496
H -0.542 0.928 -3.818
H 3.049 -0.944 5.181
H -2.522 3.587 3.282
H 3.546 5.502 0.234
H -2.141 2.875 1.709
H -1.650 -2.387 0.222
H 3.322 2.111 -0.753
H 3.893 -5.243 -2.835
H 3.437 0.780 5.785
H -1.914 0.224 -1.173
H 1.964 -2.570 0.566
H -4.167 0.799 0.056
H 1.829 -1.042 -1.426
H 2.958 -4.494 -3.992
H 0.564 -1.524 0.746
H -0.204 2.553 -3.279
H 0.176 1.770 2.763
H -2.383 -0.207 -2.829
H 0.303 -0.187 4.182
H -2.703 4.588 1.905
H 1.640 -7.017 -4.319
H 2.820 -3.836 -0.911
H -4.453 -0.319 -1.866
*
```

**Expectation value of S²**: 8.7690
**Kohn-Sham gap (alpha / beta)**: 2.36 / 2.53 eV

3.
Computed, not measured: C18H45CrCs2N3O4P as an isolated structure, with ωB97M-V/def2-TZVPD.

ORCA input file:
```
! wB97M-V def2-TZVPD RIJCOSX def2/J DEFGRID3
* xyz 2 4
Cs -1.436 1.962 4.240
Cs 1.027 4.961 2.638
Cr -3.736 1.775 -0.159
P -1.789 2.377 0.872
O -3.196 3.026 1.253
O -2.332 0.893 0.898
O -2.054 2.616 -0.688
O -0.577 2.835 1.583
N 0.919 -3.091 1.191
N -3.688 0.264 -1.683
N 3.397 2.975 0.455
C 4.488 3.256 2.636
C 2.640 1.029 -1.005
C 1.844 -5.132 0.153
C -2.871 0.762 -2.849
C 4.015 2.266 1.588
C 0.735 -0.663 1.646
C 3.856 4.430 -1.507
C 4.406 3.473 -0.469
C -5.095 0.050 -2.143
C -0.502 -4.255 2.975
C 0.703 -4.124 0.201
C -3.876 -1.690 -0.058
C -1.371 0.446 -2.819
C 2.289 2.224 -0.141
C 0.156 -1.890 0.928
C 0.795 -3.538 2.570
C -3.099 -0.989 -1.143
C -5.331 -0.932 -3.292
H 1.821 -0.729 1.554
H 3.006 4.070 -2.083
H 0.657 -3.636 -0.777
H -2.933 1.851 -2.863
H 4.949 2.649 -0.953
H -1.140 -0.602 -2.999
H 1.728 2.947 -0.747
H -4.697 -1.814 -3.221
H -3.895 -1.111 0.878
H -0.914 0.992 -3.648
H 1.814 0.815 -1.687
H -3.391 -2.632 0.194
H 4.857 1.649 1.248
H -0.272 -4.626 0.301
H -5.543 1.008 -2.439
H 5.441 3.689 2.338
H 0.169 -1.694 -0.146
H 5.134 4.016 0.132
H 4.645 4.672 -2.223
H 1.754 -5.801 -0.702
H -1.362 -3.601 3.142
H 2.796 -4.605 0.062
H 2.759 0.130 -0.392
H -5.138 -0.444 -4.244
H 1.616 -4.221 2.793
H -0.912 -1.995 1.215
H 1.915 -5.744 1.054
H -0.905 0.837 -1.919
H 3.583 5.383 -1.045
H -2.080 -0.810 -0.825
H 0.936 -2.673 3.218
H -2.988 -1.698 -1.973
H 3.308 1.571 2.051
H -0.815 -5.018 2.262
H 0.432 0.247 1.126
H 3.570 1.158 -1.550
H -0.323 -4.784 3.914
H -6.367 -1.262 -3.299
H 0.407 -0.606 2.683
H 3.726 4.035 2.725
H -4.914 -1.907 -0.291
H -3.285 0.381 -3.778
H -5.672 -0.234 -1.263
H 4.617 2.876 3.651
H 1.593 1.958 0.654
*
```

**Expectation value of S²**: 3.8336
**Kohn-Sham gap (alpha / beta)**: 5.34 / 6.17 eV

4.
Computed, not measured: C18H45MnN3O6 as an isolated structure, with ωB97M-V/def2-TZVPD.

ORCA input file:
```
! wB97M-V def2-TZVPD RIJCOSX def2/J DEFGRID3
* xyz 1 7
Mn -0.633 0.167 -0.005
O -1.531 0.031 -2.041
O -0.413 -1.649 3.524
O -1.403 1.974 0.631
O -2.066 -0.868 1.110
O 2.270 3.735 -1.624
O 0.928 -2.356 -2.901
N 0.092 -1.779 -0.586
N 0.214 0.189 1.956
N 0.636 1.468 -1.121
C 2.590 2.859 -0.579
C 2.047 1.485 -0.721
C -2.801 -0.334 -2.342
C -2.301 2.972 0.179
C -0.922 0.847 -3.007
C -1.836 -2.312 0.807
C -0.402 -2.649 0.456
C -1.173 2.257 2.008
C 0.959 -1.263 3.665
C -0.970 -2.467 4.645
C 0.987 -2.932 -4.173
C 0.626 1.026 -2.571
C 0.112 1.534 2.344
C 1.675 -3.122 -1.923
C -3.381 -0.611 1.524
C 1.506 -2.207 -0.765
C 3.079 4.914 -1.847
C 1.404 -0.474 2.413
H -3.380 0.551 -2.605
H -2.524 -2.722 0.067
H -3.211 3.076 0.771
H -4.026 -1.052 0.764
H 2.282 0.071 2.756
H 1.170 -0.776 4.617
H -2.006 1.923 2.627
H -2.683 -1.057 -3.149
H 2.457 3.321 0.399
H 2.185 1.242 0.333
H 2.859 5.336 -2.828
H 1.265 0.145 -2.637
H 1.044 1.855 -3.142
H 1.860 -0.975 1.559
H -1.790 3.929 0.284
H 4.114 4.841 -1.511
H 2.786 0.965 -1.330
H -3.389 -1.092 2.502
H 1.261 -4.121 -1.787
H 0.922 2.094 1.875
H -2.468 2.833 -0.890
H 2.839 5.812 -1.279
H 2.740 -3.324 -2.037
H -3.344 0.462 1.710
H -1.069 3.330 2.169
H -0.192 -2.260 -1.427
H -0.472 -3.362 5.020
H -1.976 -2.777 4.360
H -1.979 -2.959 1.672
H 0.407 -2.404 -4.930
H 0.443 -3.872 -4.078
H 3.670 2.715 -0.612
H 1.561 -2.163 3.786
H -1.071 -1.832 5.525
H 0.519 2.461 -1.260
H -0.379 -0.430 2.490
H -1.557 1.733 -3.020
H 2.038 -1.296 -1.040
H 0.177 -2.665 1.379
H -1.014 0.412 -4.002
H 2.026 -2.689 0.063
H 0.389 1.672 3.389
H -3.324 -0.711 -1.463
H -0.510 -3.715 0.255
H 2.053 -2.961 -4.400
*
```

**Expectation value of S²**: 12.0030
**Kohn-Sham gap (alpha / beta)**: 2.01 / 10.72 eV